12
Properties=species:S:1:pos:R:3:forces:R:3 method="wB97M-V/def2-TZVPD" de_lowest_kj_mol=350.1 smiles="C=C=C1O[C@@H]1C" total_charge=0 max_force_ev_per_a=0.7 e_homo_ev=-8.920
C 1.957 0.654 0.308 0.091 0.075 -0.030
C 0.581 0.263 0.733 0.288 -0.069 -0.045
O -0.446 1.324 0.634 -0.050 0.206 -0.093
C -0.537 0.240 -0.156 -0.093 -0.255 0.072
C -1.359 -0.391 -0.949 -0.092 -0.109 0.680
C -2.233 -1.361 -0.778 -0.110 0.038 -0.168
H 1.915 1.110 -0.684 0.115 -0.040 0.144
H 2.604 -0.228 0.274 -0.087 0.126 -0.028
H 2.378 1.369 1.018 0.049 -0.065 -0.047
H 0.457 -0.355 1.628 0.180 0.269 -0.114
H -2.360 -1.678 0.256 -0.391 -0.164 -0.168
H -2.828 -1.852 -1.533 0.100 -0.012 -0.203

146
Properties=species:S:1:pos:R:3:forces:R:3 method="wB97M-V/def2-TZVPD" de_lowest_kj_mol=0.0 total_charge=-1 max_force_ev_per_a=1.6 e_homo_ev=-5.082
Ti 0.771 -0.071 -0.550 0.268 -0.267 1.539
C -2.589 1.832 0.386 0.001 0.021 -0.009
C -2.419 0.400 -0.095 0.010 -0.037 -0.004
N -1.239 -0.324 0.433 0.062 -0.029 0.019
C -1.198 -0.372 1.907 -0.048 -0.003 -0.044
C -0.102 0.530 2.505 -0.021 0.050 0.014
N 0.736 1.183 1.475 0.010 0.005 -0.106
C 0.659 2.658 1.485 0.041 -0.025 -0.004
C -0.742 3.223 1.295 -0.038 0.002 -0.016
N -1.483 2.745 0.150 -0.002 -0.066 0.046
H -3.496 2.197 -0.111 -0.008 0.013 0.004
H -2.818 1.846 1.456 0.016 -0.012 0.004
H -3.319 -0.158 0.188 -0.018 0.007 -0.013
H -2.357 0.365 -1.179 0.018 0.006 -0.033
H -1.376 -1.285 0.083 -0.020 0.021 -0.007
H -2.178 -0.096 2.305 0.001 -0.023 0.021
H -1.012 -1.404 2.199 0.035 -0.020 0.015
H -0.538 1.292 3.155 -0.005 -0.001 -0.011
H 0.546 -0.089 3.119 0.027 -0.062 0.063
H 1.705 0.955 1.674 -0.007 -0.013 0.038
H 1.046 3.048 2.436 0.012 0.004 0.006
H 1.318 3.017 0.695 -0.004 0.008 -0.007
H -1.342 3.028 2.187 -0.006 0.015 -0.001
H -0.624 4.314 1.260 0.011 0.004 -0.028
H -0.911 2.469 -0.636 -0.004 0.032 -0.027
C -2.842 -1.996 5.621 -0.019 0.020 -0.008
C -1.625 -2.719 5.111 0.026 0.012 -0.004
C -0.380 -2.106 5.108 -0.001 -0.012 -0.040
C 0.751 -2.741 4.600 -0.034 0.012 0.022
C 2.097 -2.076 4.716 -0.029 0.027 -0.080
C 0.615 -4.022 4.053 0.026 -0.031 -0.060
C -0.605 -4.699 4.154 -0.018 0.007 -0.038
C -0.704 -6.149 3.765 -0.012 0.045 -0.053
C -1.713 -4.029 4.655 -0.045 0.005 0.045
C 1.804 -4.729 3.484 0.046 0.011 0.017
C 2.636 -5.348 4.412 0.002 0.017 0.002
C 3.782 -6.011 4.011 0.011 -0.015 -0.015
C 4.088 -6.059 2.666 -0.018 -0.031 0.020
C 3.261 -5.465 1.711 0.006 0.004 -0.054
C 2.096 -4.788 2.105 0.018 0.020 0.128
Ge 0.998 -3.796 0.771 0.018 -0.089 0.060
S 1.709 -1.726 1.053 -0.254 0.286 -0.091
S -1.214 -3.971 0.969 -0.035 -0.039 0.182
Ge -1.166 -4.088 -1.323 0.043 0.006 -0.041
S -1.802 -2.240 -2.136 0.072 0.131 -0.070
S 1.067 -4.568 -1.301 0.043 -0.018 -0.085
C -2.227 -5.584 -2.088 -0.062 -0.024 -0.031
C -1.860 -6.135 -3.326 0.043 -0.060 -0.065
C -2.671 -7.082 -3.945 -0.024 0.026 0.018
C -3.863 -7.483 -3.366 0.027 0.028 0.026
C -4.243 -6.930 -2.155 -0.017 -0.053 0.017
C -3.441 -5.988 -1.515 -0.003 0.065 0.046
C -3.952 -5.435 -0.222 -0.003 -0.077 0.009
C -3.686 -6.119 0.968 -0.050 -0.001 0.039
C -2.810 -7.342 0.968 -0.048 -0.047 -0.013
C -4.238 -5.652 2.155 0.079 0.027 -0.021
C -5.018 -4.505 2.191 0.009 0.010 0.000
C -5.566 -3.979 3.490 0.014 0.026 0.007
C -5.267 -3.840 0.998 -0.015 -0.003 0.019
C -4.762 -4.295 -0.215 -0.013 0.031 -0.064
C -5.091 -3.568 -1.491 -0.036 -0.033 0.036
C -0.586 -5.758 -4.011 -0.042 -0.006 -0.020
C -0.517 -4.661 -4.868 0.039 0.010 -0.006
C -1.725 -3.857 -5.268 -0.009 0.011 0.051
C 0.720 -4.315 -5.413 -0.026 0.047 0.038
C 1.863 -5.049 -5.158 -0.004 0.014 0.002
C 3.202 -4.611 -5.684 0.013 0.017 -0.011
C 1.750 -6.196 -4.376 0.024 0.016 0.002
C 0.546 -6.560 -3.799 0.016 0.006 0.031
C 0.455 -7.785 -2.930 0.008 -0.013 0.027
C 3.728 -5.637 0.298 -0.008 0.005 0.013
C 3.454 -6.838 -0.368 0.023 -0.016 -0.016
C 2.520 -7.853 0.234 -0.016 0.032 -0.018
C 4.037 -7.072 -1.605 -0.027 -0.026 0.002
C 4.865 -6.135 -2.211 0.014 0.029 0.022
C 5.538 -6.434 -3.524 0.025 -0.004 -0.001
C 5.096 -4.939 -1.549 0.029 -0.001 -0.001
C 4.557 -4.681 -0.292 -0.018 0.038 -0.017
C 4.891 -3.395 0.416 0.011 -0.009 0.013
H -2.575 -1.023 6.036 0.003 -0.003 0.006
H -3.350 -2.568 6.400 -0.004 -0.009 -0.013
H -3.565 -1.829 4.818 0.055 0.013 0.020
H -0.278 -1.108 5.524 0.001 0.010 -0.007
H 1.998 -1.094 5.181 -0.002 -0.002 -0.025
H 2.565 -1.955 3.739 0.017 -0.003 -0.062
H 2.776 -2.672 5.330 -0.017 -0.001 -0.001
H 0.076 -6.736 4.255 -0.013 0.009 -0.006
H -0.586 -6.277 2.689 0.010 0.017 -0.052
H -1.674 -6.553 4.052 -0.050 -0.013 -0.009
H -2.668 -4.546 4.690 0.012 0.014 0.004
H 2.372 -5.293 5.463 0.001 -0.003 -0.004
H 4.428 -6.484 4.741 0.002 0.001 -0.002
H 4.980 -6.573 2.324 0.000 0.006 0.001
H -2.355 -7.494 -4.897 -0.005 0.002 0.002
H -4.495 -8.213 -3.858 0.004 0.001 0.004
H -5.179 -7.219 -1.689 0.011 -0.002 0.000
H -1.857 -7.140 0.472 -0.002 0.043 0.014
H -3.284 -8.166 0.428 0.019 0.001 -0.016
H -2.603 -7.672 1.987 -0.024 0.007 -0.036
H -4.038 -6.190 3.076 0.022 -0.014 0.036
H -5.480 -4.719 4.287 0.003 -0.001 -0.003
H -6.617 -3.701 3.397 0.002 -0.006 -0.007
H -5.020 -3.086 3.806 -0.034 -0.046 -0.016
H -5.890 -2.950 1.005 0.007 -0.003 0.000
H -5.918 -2.875 -1.332 -0.001 0.016 0.001
H -5.369 -4.265 -2.283 -0.023 -0.018 -0.004
H -4.223 -3.006 -1.846 -0.047 -0.018 0.005
H -2.602 -4.097 -4.671 0.001 -0.012 0.024
H -1.958 -4.047 -6.320 -0.013 0.000 0.014
H -1.532 -2.792 -5.144 0.019 0.019 -0.010
H 0.788 -3.419 -6.021 0.001 0.008 0.009
H 3.133 -3.631 -6.155 -0.013 -0.004 -0.002
H 3.597 -5.319 -6.417 0.005 -0.010 0.010
H 3.927 -4.539 -4.870 -0.063 0.021 -0.022
H 2.633 -6.789 -4.166 -0.001 -0.016 0.001
H 1.443 -8.211 -2.766 0.055 -0.015 0.013
H -0.179 -8.550 -3.384 -0.005 0.010 0.007
H 0.021 -7.542 -1.958 0.011 0.013 0.011
H 2.746 -8.044 1.283 0.007 -0.007 -0.003
H 2.567 -8.797 -0.311 -0.013 0.012 -0.013
H 1.492 -7.482 0.184 -0.007 0.001 0.003
H 3.843 -8.014 -2.108 -0.028 -0.010 -0.018
H 4.909 -7.051 -4.167 -0.006 0.010 0.001
H 6.473 -6.977 -3.364 0.001 -0.001 0.012
H 5.777 -5.517 -4.065 0.015 -0.028 0.021
H 5.729 -4.187 -2.011 0.000 -0.004 0.004
H 5.619 -2.822 -0.158 0.004 0.000 -0.003
H 5.305 -3.587 1.408 0.000 -0.011 0.002
H 4.003 -2.774 0.552 0.063 -0.029 -0.020
O -0.188 1.148 -4.115 -0.126 0.000 -0.004
C 0.126 0.520 -3.152 0.134 -0.026 0.046
O -0.128 0.863 -1.880 -0.314 0.259 -0.617
C 1.007 -0.769 -3.182 0.033 0.077 0.069
O 1.418 -1.258 -4.186 -0.044 -0.089 -0.023
O 1.300 -1.141 -1.934 0.245 -0.176 -0.793
C 4.725 2.897 -0.960 -0.010 -0.005 -0.004
C 4.784 1.746 -0.188 0.002 -0.004 -0.004
C 3.676 0.913 -0.085 -0.026 -0.020 -0.004
C 2.473 1.205 -0.740 -0.007 -0.024 0.065
C 2.444 2.365 -1.522 -0.001 -0.001 -0.048
C 3.551 3.200 -1.633 0.000 -0.010 0.007
H 5.588 3.546 -1.045 -0.001 0.000 -0.002
H 5.699 1.485 0.331 0.002 0.008 -0.001
H 3.761 0.007 0.507 0.002 0.000 0.010
H 1.544 2.632 -2.064 -0.006 0.004 0.002
H 3.491 4.087 -2.253 0.006 0.002 0.004

Record order is preserved below.
Energy: -269.2129 -9466.3393 a.u.